{
  "formula": "C36H62N2O24",
  "method": "ωB97M-V/def2-TZVPD",
  "total_energy_ev": -90448.035,
  "orbital_gap_ha": 0.3713,
  "smiles": "C[C@H]1COC(=O)O1.C[C@H]1COC(=O)O1.C[C@H]1COC(=O)O1.C[C@H]1COC(=O)O1.COC(=O)OC.COC(=O)OC.COC(=O)OC.COC(=O)OC.CCCC#N.CCCC#N",
  "elements": ["H", "H", "H", "H", "C", "O", "H", "C", "O", "H", "C", "H", "H", "C", "H", "O", "H", "H", "H", "C", "C", "H", "O", "H", "H", "C", "C", "C", "O", "H", "H", "N", "C", "H", "O", "H", "C", "H", "C", "H", "H", "O", "H", "H", "C", "C", "H", "C", "C", "N", "O", "H", "H", "H", "H", "H", "O", "H", "C", "O", "O", "H", "H", "O", "C", "H", "H", "C", "O", "C", "H", "C", "H", "O", "H", "H", "H", "H", "H", "C", "H", "H", "H", "C", "C", "O", "C", "C", "H", "H", "H", "O", "C", "C", "O", "H", "H", "O", "H", "C", "C", "H", "H", "H", "O", "H", "O", "H", "O", "C", "H", "H", "O", "C", "O", "C", "O", "C", "C", "H", "H", "H", "H", "C"],
  "xyz": [[-1.345, -6.547, -1.128], [4.164, 1.654, -1.279], [-5.178, -2.673, 1.361], [-4.504, 1.513, 0.412], [2.975, 6.172, 2.099], [1.719, -3.029, -1.143], [-2.307, 0.995, -1.031], [-0.817, -5.744, 1.720], [2.195, 1.073, -0.756], [-5.416, 1.077, 1.868], [-1.182, -5.144, 0.379], [0.028, -2.965, -2.189], [6.366, 2.421, 0.870], [5.703, -0.333, 3.392], [4.772, 2.668, 1.436], [2.815, -1.703, -2.574], [-1.686, -4.220, 0.510], [1.593, 5.386, 0.809], [-0.319, 4.002, -0.553], [2.631, 8.245, 2.816], [5.759, 2.909, 1.666], [-3.958, -2.565, 0.189], [3.680, -3.394, 2.925], [-1.221, -2.046, 0.660], [0.133, -1.681, -1.002], [1.102, -0.594, 2.010], [-0.378, -0.439, 1.974], [8.171, 7.057, 1.150], [-4.991, -4.720, -1.183], [6.093, 2.473, 2.611], [-0.025, -1.490, -4.147], [-0.509, -6.135, 2.786], [2.328, 5.062, 1.453], [-9.017, 1.235, -1.832], [-5.044, -5.402, -3.362], [5.521, 0.206, 2.482], [-7.023, 0.550, -0.250], [-3.890, 0.426, -4.529], [1.003, -1.793, -4.089], [8.091, 8.015, 1.676], [-2.814, -7.399, 1.058], [5.839, 4.336, 1.752], [-1.114, 0.558, -2.946], [-0.107, 3.741, -2.183], [-4.651, -3.200, 0.566], [-9.011, 0.253, -1.359], [3.108, 7.272, 0.187], [7.042, 4.921, 1.636], [-5.396, -4.672, -2.427], [2.431, 1.547, 2.595], [7.013, 6.310, 1.526], [1.527, -1.097, -4.759], [7.927, 7.253, 0.168], [-6.563, -4.064, 0.182], [3.931, 1.196, 0.381], [-4.164, -4.073, 1.032], [-5.829, -0.067, 0.147], [2.786, -3.566, 1.036], [-6.198, -2.760, -1.405], [-2.140, -1.041, -3.245], [2.234, 3.498, -1.083], [-0.645, 0.078, 2.891], [-5.805, -1.848, -1.626], [0.252, 2.132, -0.999], [1.868, 0.607, 2.319], [9.144, 6.623, 1.132], [0.999, -2.839, -4.448], [2.931, -2.667, -1.710], [2.117, 7.069, 2.802], [-2.160, 0.373, -3.144], [3.976, 0.006, -0.919], [-2.860, 0.475, -1.840], [-2.463, -5.184, -1.277], [-7.236, 1.945, -0.089], [-1.564, 3.112, -1.177], [-3.872, 0.757, -1.837], [-0.597, 0.163, 1.049], [-3.546, -7.437, -0.668], [-0.299, -4.802, -0.214], [3.141, -4.149, 1.848], [-9.814, 0.251, -0.639], [-3.988, -6.137, 0.540], [5.283, 0.296, 4.141], [-2.064, -5.946, -0.547], [-0.500, 3.307, -1.295], [-3.040, -0.829, -1.348], [-2.900, 0.894, -4.458], [1.390, -1.439, -2.766], [3.848, -4.841, 1.533], [2.386, -4.790, 2.335], [-2.991, 2.020, -4.264], [8.261, 4.236, 1.869], [1.620, 2.237, -0.930], [3.664, 7.122, 1.152], [3.513, 8.353, 1.837], [3.756, 5.811, 2.674], [-4.183, 0.065, 1.266], [-6.196, -3.616, -2.571], [-2.368, 0.661, -5.380], [0.679, -2.355, -1.745], [-4.991, 0.689, 0.940], [3.042, 4.701, 0.681], [-0.939, -2.615, 2.321], [1.251, -0.309, -2.779], [3.999, -3.203, -1.375], [2.065, 4.197, 2.089], [-2.505, -2.887, -2.105], [1.319, -1.440, 2.722], [2.273, 9.142, 3.544], [-2.671, -1.669, -2.289], [-7.275, -2.649, -1.254], [4.735, 6.905, 0.881], [5.027, -1.586, 3.569], [-5.672, -3.763, -0.398], [-7.750, -0.206, -0.962], [3.634, 0.997, -0.629], [4.244, -1.527, 1.360], [4.278, -2.155, 2.599], [-1.212, -1.731, 1.699], [6.758, -0.249, 3.609], [-9.358, -0.554, -2.009], [1.474, -0.900, 1.046], [-2.233, -1.660, 2.006], [-3.160, -6.752, 0.158]],
  "forces_ev_per_a": [[-0.772, -0.447, 0.128], [-0.170, 0.963, -0.580], [-0.045, 0.055, 0.135], [-0.467, 0.112, -0.159], [0.471, 1.306, -1.016], [1.735, -0.661, 0.264], [-0.256, 0.084, -0.758], [0.740, -0.215, 1.368], [-0.557, 0.624, -0.216], [-0.538, 0.039, -0.360], [1.103, 0.242, 0.254], [-2.593, -2.555, -1.758], [0.037, 0.981, 0.396], [-0.796, 1.173, 0.168], [-1.777, 0.000, 0.132], [-1.137, 0.821, -0.317], [-0.563, 0.927, 0.977], [-2.349, 0.630, -1.019], [0.626, 1.605, 1.682], [-0.636, 3.098, 0.879], [2.249, -0.768, 0.152], [2.085, 1.715, -1.625], [2.259, 4.503, 0.228], [0.233, 0.125, -0.130], [0.559, -1.046, -0.583], [1.021, -1.831, 0.402], [-1.589, 0.288, -1.747], [-0.680, 0.786, 0.596], [0.014, -1.321, 1.206], [-0.218, 0.144, -0.070], [-0.780, 0.090, -0.279], [-0.893, 1.001, -2.946], [1.220, -2.495, -0.542], [0.458, -0.227, -0.057], [-1.054, 1.710, 2.891], [-0.329, -0.589, -0.801], [2.365, 8.989, 1.648], [0.211, 0.203, 0.314], [-0.644, -0.029, -3.481], [0.324, -0.475, 0.218], [-0.201, 1.042, -1.677], [1.396, 1.754, -1.123], [0.360, 1.140, -0.817], [-0.381, 0.215, -1.093], [-2.190, -2.408, 2.242], [-1.962, -0.335, -1.583], [0.337, -0.485, 0.620], [7.137, -2.133, 2.534], [0.971, -1.121, -3.685], [1.326, 2.088, 0.433], [-1.200, -4.163, 0.852], [0.000, -0.669, -0.387], [-0.039, 0.859, -2.438], [0.631, -1.093, -0.438], [-0.213, -0.037, 0.514], [0.019, 0.486, -0.007], [-3.778, 0.165, -1.439], [-0.354, 0.581, -0.503], [-3.050, -3.954, -0.585], [1.123, -0.318, -4.264], [-3.491, -7.969, 0.813], [-0.646, 0.061, -0.106], [1.846, 2.276, -0.288], [1.939, -1.375, 0.253], [-1.546, -2.068, 0.010], [0.384, -0.867, 0.860], [0.560, 0.407, 0.497], [3.464, -2.919, 2.637], [-1.374, -3.220, 1.006], [-0.625, -0.786, -1.668], [-0.621, -0.231, 0.256], [-0.544, 1.397, 2.562], [0.068, -1.007, 0.730], [1.190, -8.705, -0.532], [0.108, -0.510, -0.784], [-1.205, 1.724, -0.608], [-0.032, 0.261, 1.175], [0.021, 0.683, 1.402], [-0.092, -0.612, 0.878], [-1.412, -0.608, 1.290], [0.472, 0.180, 1.235], [0.361, -0.184, -0.324], [-0.596, 0.512, 0.761], [0.355, 0.086, -0.444], [0.368, -0.504, 0.218], [-0.551, -1.022, 1.021], [0.795, 1.543, 2.328], [0.602, 1.008, 0.871], [1.682, -0.932, -0.897], [-0.180, 0.634, -0.356], [-0.093, -1.462, -0.850], [-7.597, 4.037, -2.012], [1.759, 7.358, -1.117], [-0.187, 0.597, -2.106], [1.935, 1.308, -0.323], [1.261, -0.627, 2.179], [0.357, -0.806, -0.052], [-0.334, 0.733, -1.469], [0.259, 0.194, 0.286], [1.532, 5.332, 2.280], [1.501, 1.476, 1.249], [-0.068, -0.186, 0.726], [0.553, 0.516, -0.429], [0.188, -1.383, 1.198], [-3.456, 1.558, -1.094], [-0.095, 0.624, -0.287], [-1.461, 2.427, -0.553], [0.336, 0.967, -0.493], [0.622, -0.678, -0.694], [1.983, -5.027, 3.133], [0.243, 0.550, 0.349], [-1.102, 0.218, 0.743], [-0.921, -2.130, -0.589], [0.884, 2.324, 1.209], [0.142, -1.138, 0.665], [0.559, -0.457, -0.174], [-0.596, -4.044, 6.958], [0.647, 2.438, -6.129], [1.041, -0.745, 1.314], [0.446, -1.428, -0.119], [0.208, 0.441, -0.544], [0.239, -0.471, -0.435], [-0.887, 0.786, -0.007], [0.000, -1.728, -0.356]],
  "mulliken_charge": [0.47, 0.51, 0.45, 0.30, 0.60, -0.27, 0.19, -0.04, 0.52, 0.42, 1.80, 1.04, 0.39, -0.77, -0.07, -0.38, -1.06, 0.51, 0.23, 0.61, -0.44, -0.46, -0.37, -0.18, -0.71, 1.15, -0.23, -0.85, -0.18, 0.39, 0.30, -0.57, -1.42, 0.34, -0.63, 0.20, 0.53, 0.35, -1.81, 0.27, 0.37, -0.07, -0.10, 0.42, -0.66, -0.81, 0.24, 0.52, 0.60, -0.46, -0.18, 0.42, 0.37, 0.34, -0.10, 0.43, 0.07, -0.06, -0.17, -0.40, -0.72, 0.67, 0.00, 0.34, -0.38, 0.36, 0.37, 0.28, -0.43, 0.92, 0.16, -0.41, -0.07, -0.64, 0.18, 0.24, -0.22, 0.31, -0.05, -0.29, 0.35, 0.20, 0.37, -0.04, -0.81, 0.24, -1.38, 1.35, 0.45, 0.20, 0.33, -0.64, -0.01, -0.23, -0.38, 0.33, 0.00, -0.47, 0.39, 0.16, -0.69, 0.31, 0.45, -0.22, -0.60, 0.27, -0.58, 0.48, -0.60, -0.08, 0.30, 0.17, -0.37, 0.51, -0.12, -0.68, -0.51, 0.74, -1.01, 0.44, 0.27, -0.86, 0.58, -1.14]
}